Entry 1:
A cluster of 7 separate species, C36H62BrN16O13P in total at a distorted geometry, computed with the ωB97M-V functional and the def2-TZVPD basis.

Structure (ORCA input):
```
! RIJCOSX wB97M-V def2-TZVPD def2/J DEFGRID3
* xyz 0 1
C 3.954 -0.573 4.545
C 3.880 -1.305 3.199
O 4.963 -0.927 2.323
P 5.010 0.616 1.903
O 5.723 1.444 2.879
C 3.359 1.300 1.656
C 2.728 1.190 0.243
C 1.797 -0.046 0.148
C 0.542 0.257 -0.631
C -0.634 0.471 0.072
C -1.831 0.793 -0.548
C -1.919 0.941 -1.927
C -3.201 1.276 -2.648
Br -3.965 2.964 -2.088
C -4.181 0.060 -2.602
C -5.530 0.285 -1.938
C -0.736 0.703 -2.661
C -0.806 0.867 -4.151
C -1.166 -0.182 -4.984
C -1.242 0.090 -6.340
C -0.957 1.376 -6.769
N -0.609 2.387 -5.984
C -0.550 2.126 -4.677
C 0.458 0.345 -2.032
N 1.642 0.008 -2.797
C 2.143 1.041 -3.680
C 2.255 0.832 -5.160
O 2.491 2.069 -3.182
C 1.649 -1.308 -3.288
C 0.630 -2.257 -2.733
O 2.464 -1.695 -4.091
C -2.840 0.874 0.572
O -3.837 1.497 0.739
N -2.282 0.046 1.602
C -2.866 0.230 2.930
C -4.246 -0.425 2.992
C -5.336 0.439 3.539
N -4.425 -1.616 2.611
C -0.901 0.391 1.536
O -0.188 0.638 2.458
O 5.788 0.633 0.505
C 6.256 -0.598 -0.061
C 6.944 -0.286 -1.366
H 3.079 0.054 4.681
H 3.926 -1.288 5.359
H 4.866 -0.001 4.646
H 3.965 -2.372 3.360
H 2.919 -1.129 2.726
H 3.473 2.354 1.880
H 2.662 0.881 2.372
H 2.196 2.105 0.009
H 3.502 1.090 -0.509
H 2.330 -0.884 -0.293
H 1.477 -0.311 1.147
H -2.964 1.431 -3.685
H -4.375 -0.233 -3.631
H -3.668 -0.774 -2.128
H -5.451 0.600 -0.904
H -6.149 0.971 -2.504
H -6.055 -0.670 -1.935
H -1.404 -1.159 -4.599
H -1.524 -0.676 -7.042
H -1.025 1.587 -7.828
H -0.286 2.937 -4.014
H 1.942 1.744 -5.649
H 1.670 -0.012 -5.502
H 3.294 0.669 -5.421
H 0.796 -2.390 -1.666
H -0.383 -1.898 -2.843
H 0.722 -3.218 -3.216
H -2.946 1.282 3.183
H -2.244 -0.271 3.662
H -5.796 0.993 2.727
H -6.063 -0.144 4.093
H -4.878 1.165 4.203
H -3.541 -1.997 2.274
H 5.444 -1.293 -0.248
H 6.981 -1.057 0.604
H 6.209 0.050 -2.093
H 7.378 -1.217 -1.719
H 7.729 0.448 -1.234
C -1.703 -5.146 -1.406
O -1.314 -4.465 -2.341
N -3.030 -5.372 -1.166
N -0.839 -5.738 -0.527
H -3.370 -5.928 -0.406
H -3.687 -4.952 -1.795
H 0.141 -5.598 -0.683
H -1.135 -6.304 0.245
C 5.220 -4.309 -4.798
O 4.327 -5.138 -4.781
N 4.995 -2.971 -4.655
N 6.538 -4.665 -4.960
H 5.727 -2.291 -4.664
H 4.041 -2.661 -4.537
H 6.739 -5.641 -5.066
H 7.292 -4.006 -4.980
C 3.279 0.954 7.843
O 4.110 0.074 7.716
N 3.200 2.013 6.982
N 2.364 0.958 8.866
H 2.530 2.752 7.074
H 3.873 2.060 6.235
H 2.402 0.197 9.516
H 1.676 1.675 8.992
C -9.196 -2.681 4.647
O -10.026 -3.374 5.203
N -9.379 -1.340 4.426
N -8.002 -3.167 4.192
H -8.703 -0.763 3.964
H -10.236 -0.932 4.747
H -7.815 -4.141 4.333
H -7.307 -2.594 3.748
C 6.219 4.429 5.082
O 5.081 3.992 5.071
N 7.208 3.984 4.251
N 6.601 5.424 5.950
H 8.141 4.347 4.269
H 6.978 3.250 3.599
H 5.903 5.776 6.577
H 7.526 5.804 5.985
C -7.705 3.654 -3.904
O -6.835 2.804 -3.929
N -8.359 4.073 -5.031
N -8.097 4.261 -2.741
H -9.076 4.772 -5.030
H -8.092 3.647 -5.899
H -7.633 3.976 -1.899
H -8.809 4.964 -2.693
*
```

Summary:
Structure (SMILES)   [H]/N=C(/C)CN1C(=O)c2c(CCCP(=O)(OCC)OCC)c(N(C(C)=O)C(C)=O)c(-c3cccnc3)c([C@H](Br)CC)c2C1=O.NC(N)=O.NC(N)=O.NC(N)=O.NC(N)=O.NC(N)=O.NC(N)=O
Maximum force   1.8 eV/A
E   -168137.7008 eV
HOMO-LUMO gap   8.9 eV


Entry 2:
A structure of composition C17H45F3O9Y at a distorted geometry, computed with the ωB97M-V functional and the def2-TZVPD basis.

Structure (ORCA input):
```
! RIJCOSX wB97M-V def2-TZVPD def2/J DEFGRID3
* xyz 2 2
Y 8.491 21.665 -15.724
C 6.957 19.437 -18.328
O 7.530 20.201 -19.362
O 7.398 20.103 -17.151
C 5.410 19.291 -18.626
F 5.236 18.618 -19.717
F 4.829 18.614 -17.603
F 4.759 20.494 -18.691
C 8.122 19.498 -20.470
C 8.813 20.565 -21.339
H 9.322 20.033 -22.142
H 8.019 21.182 -21.760
H 9.589 21.125 -20.818
H 7.391 18.923 -21.037
H 8.863 18.776 -20.125
H 7.334 18.416 -18.277
C 11.285 21.109 -17.879
O 10.615 21.745 -16.855
H 11.459 20.068 -17.604
H 10.664 21.090 -18.775
H 12.272 21.519 -18.092
C 12.279 16.522 -17.525
C 13.493 17.524 -17.601
O 14.672 16.785 -17.329
H 12.445 15.715 -18.238
H 11.376 17.075 -17.782
H 12.276 16.072 -16.533
H 13.300 18.249 -16.811
H 13.593 18.083 -18.531
H 15.481 17.279 -17.479
C 12.566 22.330 -13.338
C 12.111 21.517 -12.107
O 11.889 20.180 -12.553
H 12.636 23.405 -13.175
H 11.919 22.210 -14.207
H 13.561 21.971 -13.602
H 11.152 21.902 -11.761
H 12.799 21.566 -11.263
H 11.355 19.727 -11.897
C 7.119 23.876 -19.464
C 8.364 23.592 -18.684
O 8.143 23.608 -17.254
H 7.337 23.704 -20.519
H 6.790 24.907 -19.338
H 6.265 23.257 -19.190
H 9.198 24.241 -18.953
H 8.746 22.622 -19.000
H 7.791 24.486 -17.089
C 10.072 17.813 -13.891
C 10.083 18.766 -15.078
O 9.955 20.088 -14.594
H 10.214 16.800 -14.267
H 9.090 17.815 -13.417
H 10.811 17.906 -13.095
H 9.295 18.543 -15.796
H 11.051 18.648 -15.565
H 10.692 20.161 -13.983
C 13.150 23.228 -21.399
C 11.739 23.157 -20.872
O 10.944 24.227 -21.425
H 13.764 22.509 -20.856
H 13.579 24.218 -21.244
H 13.219 22.930 -22.445
H 11.776 23.228 -19.785
H 11.269 22.183 -21.005
H 11.327 25.035 -21.077
C 12.886 26.283 -15.782
C 12.359 24.826 -15.822
O 12.006 24.572 -17.150
H 13.681 26.424 -16.515
H 13.218 26.461 -14.760
H 12.146 27.038 -16.049
H 11.460 24.648 -15.230
H 13.131 24.118 -15.521
H 11.678 23.673 -17.075
*
```

Summary:
Maximum force   5.8 eV/A
E   -45962.9206 eV
Expectation value of S²   0.76
HOMO-LUMO gap (alpha / beta)   6.2 / 2.9 eV


Entry 3:
A structure of composition C22H51BFeN4O2Si2 at a distorted geometry, computed with the ωB97M-V functional and the def2-TZVPD basis.

Structure (ORCA input):
```
! RIJCOSX wB97M-V def2-TZVPD def2/J DEFGRID3
* xyz 0 5
O -0.916 -2.855 -1.558
O -2.094 -0.687 -2.521
C 0.458 -3.235 -1.563
C 0.792 -4.516 -0.822
H 1.050 -2.392 -1.169
H 0.710 -3.316 -2.629
H 0.851 -4.334 0.256
H 1.770 -4.866 -1.166
H 0.052 -5.295 -1.033
C -1.580 -2.956 -0.284
C -3.050 -3.103 -0.544
H -1.353 -2.053 0.307
H -1.205 -3.823 0.279
H -3.422 -2.236 -1.093
H -3.592 -3.199 0.401
H -3.246 -4.003 -1.136
C -3.140 0.311 -2.557
C -1.901 -1.350 -3.799
C -4.045 0.177 -1.359
H -3.728 0.211 -3.486
H -2.648 1.295 -2.568
H -4.733 -0.668 -1.487
H -4.661 1.078 -1.269
H -3.489 0.055 -0.422
C -2.950 -2.401 -4.005
H -0.900 -1.790 -3.757
H -1.911 -0.597 -4.605
H -2.906 -3.127 -3.185
H -2.766 -2.919 -4.948
H -3.946 -1.945 -4.053
H -0.731 -0.735 -1.421
Fe 0.543 1.105 1.125
C -0.017 0.108 -0.913
Si 0.863 0.994 -2.373
H -0.755 0.740 -0.375
H 0.657 -0.478 -0.259
C 1.733 -0.324 -3.396
C 2.199 2.307 -2.105
C -0.336 1.998 -3.423
C 2.216 1.932 0.987
Si 3.457 2.076 2.383
H 1.988 2.935 0.568
H 2.680 1.365 0.148
C 4.818 3.253 1.794
C 4.221 0.400 2.775
C 2.703 2.784 3.949
H 0.240 2.729 -4.012
H -1.040 2.564 -2.798
H -0.906 1.380 -4.128
H 2.521 -0.801 -2.797
H 2.206 0.153 -4.267
H 1.055 -1.105 -3.756
H 3.120 1.903 -1.675
H 1.850 3.141 -1.487
H 2.458 2.719 -3.095
H 4.016 -0.326 1.977
H 3.829 -0.006 3.718
H 5.313 0.501 2.876
H 2.385 1.998 4.648
H 1.825 3.402 3.725
H 3.447 3.415 4.461
H 5.385 3.656 2.647
H 4.373 4.098 1.248
H 5.522 2.742 1.122
B -0.620 1.297 4.219
N 0.131 0.013 3.765
C 0.472 -1.049 4.511
C 1.107 -1.987 3.701
C 1.178 -1.425 2.426
N 0.586 -0.187 2.461
N -1.521 1.770 3.034
C -2.815 2.120 3.073
C -3.227 2.472 1.787
C -2.109 2.337 0.963
N -1.060 1.885 1.722
H 0.136 2.155 4.591
H -1.327 1.018 5.167
H 0.237 -1.082 5.569
H 1.470 -2.956 3.995
H 1.626 -1.840 1.533
H -3.368 2.088 3.999
H -4.218 2.752 1.482
H -2.017 2.538 -0.096
*
```

Summary:
Maximum force   4.3 eV/A
E   -84515.2150 eV
Expectation value of S²   6.02
HOMO-LUMO gap (alpha / beta)   7.8 / 8.6 eV


Entry 4:
The molecule C22H26N2O2S at a distorted geometry, computed with the ωB97M-V functional and the def2-TZVPD basis.

Structure (ORCA input):
```
! RIJCOSX wB97M-V def2-TZVPD def2/J DEFGRID3
* xyz 0 1
O 1.580 3.836 -2.081
C 0.350 3.181 -1.868
C 0.536 1.720 -1.463
H 1.172 1.667 -0.578
H 1.044 1.185 -2.267
C -0.792 1.014 -1.157
N -1.552 1.776 -0.182
C -1.056 1.620 1.169
C -0.777 0.168 1.573
N 0.133 -0.407 0.605
C -0.499 -0.425 -0.699
H 0.181 -0.897 -1.411
H -1.436 -1.013 -0.676
C 0.635 -1.715 0.987
C 1.840 -2.067 0.156
C 1.858 -3.241 -0.583
C 2.928 -3.563 -1.399
C 4.001 -2.693 -1.496
C 4.000 -1.521 -0.766
C 2.934 -1.195 0.071
C 2.997 0.061 0.808
C 3.534 1.265 0.423
C 3.330 2.156 1.501
C 2.700 1.432 2.465
O 2.498 0.171 2.057
H 2.363 1.691 3.450
H 3.617 3.187 1.552
H 3.992 1.490 -0.519
H 4.842 -0.848 -0.827
H 4.838 -2.931 -2.136
H 2.920 -4.484 -1.962
H 1.014 -3.913 -0.521
H -0.136 -2.499 0.876
H 0.920 -1.672 2.042
H -0.301 0.156 2.557
H -1.720 -0.404 1.636
H -1.768 2.071 1.862
H -0.113 2.173 1.243
C -2.991 1.797 -0.349
C -3.723 0.508 -0.078
C -3.983 -0.441 -1.016
S -4.788 -1.816 -0.366
C -4.791 -1.102 1.199
C -4.201 0.118 1.203
H -4.108 0.731 2.082
H -5.234 -1.633 2.018
H -3.749 -0.420 -2.063
H -3.190 2.113 -1.377
H -3.380 2.570 0.323
H -1.384 0.974 -2.078
H -0.187 3.251 -2.818
H -0.238 3.700 -1.099
H 2.117 3.728 -1.288
*
```

Summary:
Structure (SMILES)   OCC[C@H]1CN(Cc2ccccc2-c2ccco2)CCN1Cc1ccsc1
Maximum force   1.2 eV/A
E   -41145.4016 eV
HOMO-LUMO gap   8.6 eV


Entry 5:
A cluster of 10 separate species, C15H48F6N12O9P in total at a distorted geometry, computed with the ωB97M-V functional and the def2-TZVPD basis.

Structure (ORCA input):
```
! RIJCOSX wB97M-V def2-TZVPD def2/J DEFGRID3
* xyz -1 1
P 2.497 13.076 -19.898
F 3.688 12.676 -20.925
F 3.208 14.371 -19.224
F 1.681 14.027 -21.055
F 1.211 13.346 -18.950
F 1.787 11.708 -20.531
F 3.318 12.170 -18.841
C 4.374 9.326 -21.084
O 4.762 8.251 -21.300
N 3.368 9.872 -21.581
N 5.125 10.166 -20.436
H 2.665 9.431 -22.156
H 3.240 10.856 -21.391
H 5.976 9.859 -19.987
H 4.977 11.161 -20.519
C 2.299 9.330 -17.343
O 2.896 8.664 -16.517
N 2.127 9.112 -18.597
N 1.820 10.521 -17.103
H 1.799 9.851 -19.203
H 2.569 8.336 -19.068
H 2.319 10.986 -16.358
H 1.301 10.945 -17.859
C 3.008 14.133 -24.394
O 3.592 14.780 -25.250
N 3.187 12.876 -24.048
N 1.898 14.562 -23.928
H 2.480 12.342 -23.563
H 4.109 12.474 -24.141
H 1.573 15.480 -24.195
H 1.405 14.039 -23.219
C 5.855 11.078 -16.300
O 5.325 11.862 -15.578
N 5.272 10.547 -17.266
N 7.082 10.811 -16.170
H 4.318 10.803 -17.476
H 5.700 9.904 -17.916
H 7.525 11.234 -15.367
H 7.587 10.228 -16.822
C 1.405 13.793 -15.067
O 0.354 14.183 -14.668
N 2.291 13.265 -14.308
N 1.659 13.715 -16.301
H 2.238 13.032 -13.327
H 3.212 13.183 -14.714
H 2.488 13.318 -16.718
H 0.939 13.934 -16.975
C 4.517 17.005 -20.832
O 4.950 18.155 -21.102
N 5.240 15.923 -20.792
N 3.254 16.775 -20.661
H 4.905 15.126 -20.270
H 6.170 15.851 -21.180
H 2.948 15.848 -20.403
H 2.640 17.460 -21.078
C -1.117 9.565 -22.467
C -0.801 10.987 -22.930
C -1.205 11.914 -21.817
O 0.552 11.153 -23.191
H -0.536 8.827 -23.020
H -2.127 9.213 -22.676
H -0.857 9.417 -21.418
H -1.317 11.114 -23.882
H -0.871 11.571 -20.837
H -2.292 11.915 -21.744
H -0.836 12.934 -21.925
H 0.696 11.522 -22.317
C 5.604 16.106 -17.268
C 6.766 15.078 -17.292
C 6.829 14.227 -18.580
O 7.939 15.808 -17.132
H 5.749 16.983 -17.898
H 5.565 16.571 -16.283
H 4.735 15.476 -17.459
H 6.571 14.435 -16.434
H 5.827 13.882 -18.832
H 7.498 13.381 -18.424
H 7.120 14.825 -19.444
H 8.034 16.460 -17.830
C -1.010 18.051 -21.627
C -1.210 16.671 -20.970
C -0.160 16.358 -19.882
O -2.523 16.685 -20.411
H -1.524 18.064 -22.588
H 0.052 18.195 -21.824
H -1.205 18.958 -21.056
H -1.054 15.891 -21.715
H 0.886 16.490 -20.159
H -0.293 15.340 -19.516
H -0.459 16.968 -19.030
H -2.572 17.128 -19.560
*
```

Summary:
Maximum force   8.2 eV/A
E   -78246.9224 eV
HOMO-LUMO gap   9.6 eV


Entry 6:
A cluster of 2 separate species, C4H12O2 in total at a distorted geometry, computed with the ωB97M-V functional and the def2-TZVPD basis.

Structure (ORCA input):
```
! RIJCOSX wB97M-V def2-TZVPD def2/J DEFGRID3
* xyz 0 1
C -2.922 -0.141 -1.416
O -2.540 1.079 -0.832
H -3.251 1.667 -0.586
H -4.010 -0.212 -1.628
H -3.074 -0.855 -0.597
H -2.350 -0.267 -2.316
C 1.410 -0.368 0.350
C 0.523 -0.944 1.421
C 1.327 1.114 0.115
O 2.765 -0.808 0.393
H 0.942 -0.801 -0.580
H 0.689 -2.014 1.710
H 0.288 1.333 -0.166
H 1.886 1.709 0.844
H 1.778 1.326 -0.855
H 3.003 -1.007 1.308
H -0.567 -0.824 1.127
H 0.445 -0.384 2.349
*
```

Summary:
Structure (SMILES)   CC(C)O.CO
Maximum force   3.2 eV/A
E   -8435.9429 eV
HOMO-LUMO gap   10.7 eV